Molecular formula: CH2Br3NO2S
Method: DFT, wB97M-V/def2-TZVPD

ORCA input file:
```
! RIJCOSX wB97M-V def2-TZVPD def2/J DEFGRID3
* xyz 0 1
C 2.78 1.53 1.23
N 0.17 -0.40 -1.06
O 0.34 2.02 -1.52
O 2.50 0.67 -1.76
S 1.21 0.95 -1.11
Br 4.12 0.31 0.74
Br 1.80 1.21 2.71
Br 2.84 3.24 0.51
H -0.70 -0.04 -0.66
H 0.44 -1.41 -1.15
*
```

Results
- Frontier orbital gap (spin up / spin down): 8.154 / 6.691 eV
- Energy relative to the best compared isomer or geometry (same formula, charge and spin): 232.7 kJ/mol
- Max |F|: 2.02 eV Å⁻¹
- LUMO energy (spin up / spin down): -0.9 / -1.6 eV

Löwdin atomic charge list, values in e, 2 entries: -1.863, -0.122

Molecular formula: C19H21N3O3S
Method: DFT, wB97M-V/def2-TZVPD

ORCA input file:
```
! RIJCOSX wB97M-V def2-TZVPD def2/J DEFGRID3
* xyz 0 1
C -5.06 -0.44 1.47
H -4.72 -0.64 2.43
O -4.32 -1.27 0.51
C -3.07 -1.41 0.46
C -2.26 -0.74 1.10
C -0.97 -0.72 1.13
C -0.43 -1.63 0.32
C -1.21 -2.32 -0.70
C -2.60 -2.25 -0.52
H -3.17 -2.94 -1.01
H -0.83 -2.83 -1.28
C 0.99 -1.42 -0.17
N 1.75 -0.59 -0.06
N 3.08 -0.24 -0.14
C 3.89 -1.43 -0.30
O 5.02 -1.34 -0.26
C 3.25 -2.89 0.21
C 1.78 -2.83 -0.37
H 1.38 -3.55 -0.18
H 1.86 -2.77 -1.43
H 3.79 -3.55 -0.27
H 3.02 -2.69 1.41
C 3.58 1.12 -0.38
H 3.02 1.46 -1.15
H 4.64 1.02 -0.90
C 3.51 1.99 0.74
C 2.25 2.73 0.61
O 2.39 4.28 0.57
N 0.98 2.24 0.63
C -0.16 2.93 0.40
C -1.08 2.33 -0.64
C -0.80 1.37 -1.75
C -1.86 0.86 -2.23
C -3.08 1.09 -1.72
S -2.84 2.24 -0.39
H -4.02 1.15 -1.94
H -1.80 0.14 -3.25
H 0.25 1.22 -1.65
H -0.72 3.16 1.31
H -0.07 4.10 0.03
H 1.14 1.18 0.60
H 3.19 1.48 1.91
H 4.22 2.55 0.85
H -0.33 -0.15 1.71
H -2.80 0.18 1.90
H -6.02 -0.65 1.22
H -4.76 0.48 1.17
*
```

Results
- Frontier orbital gap: 8.616 eV
- Energy relative to the best compared isomer or geometry (same formula, charge and spin): 2049.6 kJ/mol
- Max |F|: 18.35 eV Å⁻¹
- LUMO energy: 0.3 eV

Löwdin atomic charge list, values in e, 2 entries: 0.035, 0.081

Molecular formula: C48H60N3OOsP2Si3
Method: DFT, wB97M-V/def2-TZVPD

ORCA input file:
```
! RIJCOSX wB97M-V def2-TZVPD def2/J DEFGRID3
* xyz 1 5
Os 0.06 0.14 -0.66
C 3.31 -1.51 -2.67
Si 3.48 -0.25 -1.31
C 4.99 -0.67 -0.27
C 3.76 1.45 -2.00
N 2.04 -0.28 -0.27
P 1.69 -1.33 0.95
C 0.02 -1.01 1.03
P -0.93 0.07 1.96
N -1.08 1.29 0.90
Si -2.14 2.69 0.82
C -2.82 2.92 -0.91
C -1.27 4.29 1.26
C -3.58 2.48 1.99
C -2.46 -0.76 2.43
C -2.94 -1.79 1.63
C -4.13 -2.43 1.94
C -4.85 -2.05 3.06
C -4.37 -1.04 3.88
C -3.18 -0.40 3.57
C -0.20 0.58 3.53
C 0.05 -0.38 4.51
C 0.63 0.01 5.71
C 0.95 1.35 5.93
C 0.70 2.29 4.95
C 0.13 1.91 3.74
C 2.68 -1.02 2.42
C 3.09 0.28 2.69
C 3.78 0.56 3.85
C 4.06 -0.46 4.75
C 3.64 -1.75 4.50
C 2.95 -2.04 3.33
C 1.98 -3.04 0.47
C 3.25 -3.62 0.53
C 3.46 -4.89 0.02
C 2.41 -5.59 -0.56
C 1.14 -5.03 -0.61
C 0.93 -3.76 -0.10
H 4.10 -1.41 -3.41
H 2.36 -1.41 -3.19
H 3.36 -2.53 -2.26
H 5.81 -0.02 -0.58
H 5.32 -1.70 -0.41
H 4.84 -0.50 0.80
H 4.63 1.39 -2.66
H 3.99 2.16 -1.21
H 2.92 1.84 -2.57
H -2.25 2.34 -1.64
H -2.76 3.97 -1.20
H -3.87 2.62 -0.97
H -0.73 4.69 0.41
H -0.56 4.19 2.08
H -2.02 5.03 1.56
H -4.19 1.61 1.77
H -4.21 3.37 1.90
H -3.27 2.42 3.04
H -2.35 -2.11 0.77
H -4.49 -3.24 1.31
H -5.78 -2.56 3.31
H -4.92 -0.76 4.77
H -2.81 0.38 4.23
H -0.21 -1.42 4.35
H 0.83 -0.73 6.48
H 1.39 1.65 6.87
H 0.95 3.33 5.12
H -0.04 2.64 2.97
H 2.88 1.08 1.98
H 4.11 1.58 4.06
H 4.61 -0.24 5.66
H 3.86 -2.55 5.20
H 2.62 -3.05 3.14
H 4.07 -3.08 0.99
H 4.45 -5.33 0.08
H 2.58 -6.58 -0.95
H 0.32 -5.58 -1.05
H -0.06 -3.31 -0.13
C -3.97 -0.39 -1.11
C -2.86 -1.16 -1.75
O -1.69 -0.86 -1.51
C -3.13 -2.30 -2.63
C -4.42 -2.56 -3.09
C -4.65 -3.63 -3.94
C -3.60 -4.45 -4.32
C -2.31 -4.19 -3.86
C -2.07 -3.12 -3.02
H -3.57 0.17 -0.26
H -4.77 -1.04 -0.78
H -4.38 0.32 -1.84
H -5.25 -1.93 -2.79
H -5.65 -3.83 -4.30
H -3.78 -5.28 -4.99
H -1.49 -4.83 -4.17
H -1.07 -2.92 -2.66
C 1.31 2.14 -4.74
Si -0.07 1.44 -3.70
C -0.19 -0.39 -4.10
C -1.72 2.14 -4.24
N 0.26 1.67 -1.96
C 0.72 2.94 -1.51
C 1.50 3.05 -0.35
C 2.00 4.28 0.06
C 1.73 5.43 -0.66
C 0.95 5.34 -1.80
C 0.45 4.11 -2.22
H 0.99 2.17 -5.78
H 2.18 1.48 -4.68
H 1.63 3.15 -4.46
H 0.28 -0.53 -5.08
H -1.22 -0.72 -4.18
H 0.32 -1.05 -3.40
H -1.80 2.01 -5.33
H -1.90 3.20 -4.02
H -2.54 1.57 -3.79
H 1.75 2.17 0.21
H 2.61 4.32 0.96
H 2.13 6.38 -0.34
H 0.72 6.23 -2.38
H -0.15 4.08 -3.12
*
```

Results
- Frontier orbital gap (spin up / spin down): 7.014 / 6.884 eV
- Energy relative to the best compared isomer or geometry (same formula, charge and spin): 0.0 kJ/mol
- Max |F|: 0.69 eV Å⁻¹
- LUMO energy (spin up / spin down): -2.8 / -3.4 eV

Löwdin atomic charge list, values in e, 2 entries: 1.508, -0.151

Molecular formula: C7H8O
Method: DFT, wB97M-V/def2-TZVPD

ORCA input file:
```
! RIJCOSX wB97M-V def2-TZVPD def2/J DEFGRID3
* xyz 0 1
C 1.38 0.18 -1.10
C 2.26 -0.29 -0.02
C 0.11 0.25 -0.88
C 3.51 -0.05 0.32
C -0.99 0.18 -0.23
C -1.79 1.31 0.33
C -1.63 -1.18 0.15
O 4.61 -0.02 0.65
H 1.88 0.30 -2.13
H 1.87 -1.02 0.69
H -2.78 1.15 0.40
H -1.39 1.51 1.35
H -1.56 2.13 -0.24
H -1.71 -1.17 1.22
H -2.72 -1.21 -0.19
H -1.05 -2.07 -0.32
*
```

Results
- Frontier orbital gap: 8.945 eV
- Energy relative to the best compared isomer or geometry (same formula, charge and spin): 341.7 kJ/mol
- Max |F|: 4.62 eV Å⁻¹
- LUMO energy: 0.7 eV

Löwdin atomic charge list, values in e, 2 entries: -0.130, -0.108

Molecular formula: C36H51AsBiN8OS2
Method: DFT, wB97M-V/def2-TZVPD

ORCA input file:
```
! RIJCOSX wB97M-V def2-TZVPD def2/J DEFGRID3
* xyz 3 1
Bi -0.23 -0.33 0.47
C -3.04 3.53 3.08
N -3.33 2.67 1.93
C -4.64 2.90 1.28
C -4.61 1.95 0.08
N -3.21 1.54 0.05
C -2.64 0.95 -1.15
C -2.52 1.95 1.13
N -1.23 1.62 1.29
C -0.47 2.14 2.44
C 0.97 1.67 2.30
N 1.01 0.19 2.25
C 1.19 -0.55 3.35
N 1.24 -0.17 4.64
C 1.29 1.16 5.25
C 1.57 -1.31 5.51
C 1.40 -2.51 4.59
N 1.33 -1.89 3.27
C 1.65 -2.60 2.05
H -4.00 3.82 3.50
H -2.52 4.45 2.78
H -2.49 3.02 3.86
H -4.73 3.94 0.99
H -5.44 2.66 1.98
H -4.87 2.45 -0.85
H -5.26 1.10 0.21
H -3.21 1.29 -2.01
H -2.68 -0.14 -1.14
H -1.61 1.30 -1.30
H -0.86 1.74 3.37
H -0.48 3.23 2.48
H 1.58 2.07 3.10
H 1.39 2.04 1.37
H 0.41 1.76 5.01
H 2.20 1.70 4.99
H 1.30 1.01 6.33
H 0.89 -1.34 6.36
H 2.59 -1.21 5.88
H 0.49 -3.06 4.81
H 2.24 -3.20 4.63
H 2.16 -3.52 2.31
H 2.31 -2.01 1.41
H 0.77 -2.86 1.45
C -5.04 -2.69 2.37
N -3.83 -3.50 2.25
C -3.80 -4.89 2.21
C -2.51 -5.26 2.10
N -1.78 -4.08 2.07
C -2.59 -3.01 2.16
S -2.19 -1.34 2.22
H -5.89 -3.36 2.54
H -5.20 -2.12 1.46
H -4.95 -2.01 3.21
H -4.70 -5.49 2.29
H -2.06 -6.23 2.05
H -0.78 -4.03 1.97
C 1.34 3.22 -0.97
S 1.08 1.50 -1.43
C 2.77 0.96 -1.77
H 2.13 3.31 -0.23
H 0.40 3.61 -0.58
H 1.62 3.77 -1.86
H 3.13 1.50 -2.64
H 2.72 -0.10 -1.97
H 3.41 1.15 -0.91
O 1.21 -1.67 -0.98
As 0.94 -3.09 -1.85
C 1.94 -4.49 -1.01
C 1.51 -5.81 -0.87
C 2.34 -6.74 -0.28
C 3.61 -6.37 0.15
C 4.05 -5.07 -0.02
C 3.22 -4.12 -0.59
C 1.54 -2.88 -3.64
C 0.76 -3.31 -4.71
C 1.25 -3.17 -6.00
C 2.51 -2.61 -6.21
C 3.28 -2.20 -5.13
C 2.81 -2.33 -3.84
C -0.96 -3.35 -1.88
C -1.66 -2.38 -2.60
C -3.05 -2.44 -2.68
C -3.74 -3.44 -2.01
C -3.05 -4.39 -1.26
C -1.66 -4.35 -1.20
H 0.56 -6.13 -1.28
H 2.02 -7.77 -0.19
H 4.27 -7.11 0.59
H 5.06 -4.79 0.28
H 3.57 -3.10 -0.72
H -0.21 -3.76 -4.55
H 0.66 -3.50 -6.84
H 2.89 -2.51 -7.22
H 4.27 -1.78 -5.30
H 3.42 -2.02 -3.00
H -1.13 -1.61 -3.14
H -3.59 -1.71 -3.27
H -4.82 -3.50 -2.08
H -3.58 -5.18 -0.76
H -1.14 -5.10 -0.63
*
```

Results
- Frontier orbital gap: 8.244 eV
- Energy relative to the best compared isomer or geometry (same formula, charge and spin): 55.7 kJ/mol
- Max |F|: 0.32 eV Å⁻¹
- LUMO energy: -7.4 eV

Löwdin atomic charge list, values in e, 2 entries: 1.663, -0.008

Molecular formula: C50H35AlBrCl5O2P2Si
Method: DFT, wB97M-V/def2-TZVPD

ORCA input file:
```
! RIJCOSX wB97M-V def2-TZVPD def2/J DEFGRID3
* xyz 0 1
Al 1.25 0.28 0.30
C 0.79 -0.66 3.59
Si -0.17 -0.80 1.96
C -0.97 -2.52 1.86
C -0.91 -3.36 2.98
C -1.46 -4.64 2.97
C -2.10 -5.11 1.83
C -2.16 -4.30 0.71
C -1.59 -3.03 0.71
P -1.69 -1.91 -0.73
C -2.85 -2.77 -1.87
C -4.16 -2.32 -1.92
C -5.09 -2.91 -2.76
C -4.71 -3.97 -3.58
C -3.40 -4.42 -3.54
C -2.47 -3.83 -2.70
C -0.11 -2.22 -1.61
C 0.26 -1.31 -2.59
C 1.38 -1.54 -3.39
C 2.14 -2.68 -3.20
C 1.78 -3.60 -2.22
C 0.66 -3.37 -1.42
C -1.53 0.52 2.20
C -2.27 0.52 3.39
C -3.17 1.53 3.69
C -3.37 2.57 2.80
C -2.67 2.59 1.61
C -1.75 1.59 1.31
P -0.94 1.64 -0.33
C -2.42 1.79 -1.42
C -3.60 1.13 -1.07
C -4.75 1.31 -1.82
C -4.74 2.12 -2.94
C -3.57 2.76 -3.31
C -2.42 2.61 -2.55
C -0.16 3.28 -0.53
C 0.57 3.46 -1.71
C 1.21 4.66 -1.98
C 1.14 5.70 -1.06
C 0.43 5.53 0.11
C -0.22 4.33 0.38
H 0.34 -1.19 4.43
H 1.82 -1.02 3.49
H 0.82 0.40 3.86
H -0.42 -3.02 3.88
H -1.40 -5.26 3.86
H -2.53 -6.10 1.81
H -2.66 -4.67 -0.18
H -4.47 -1.50 -1.28
H -6.11 -2.55 -2.78
H -5.43 -4.43 -4.24
H -3.09 -5.24 -4.18
H -1.45 -4.19 -2.69
H -0.35 -0.42 -2.76
H 1.66 -0.82 -4.15
H 3.01 -2.87 -3.82
H 2.37 -4.49 -2.06
H 0.38 -4.08 -0.66
H -2.14 -0.29 4.09
H -3.72 1.50 4.63
H -4.08 3.36 3.03
H -2.87 3.38 0.89
H -3.62 0.50 -0.19
H -5.67 0.81 -1.52
H -5.65 2.26 -3.52
H -3.55 3.40 -4.18
H -1.53 3.14 -2.84
H 0.62 2.65 -2.43
H 1.77 4.78 -2.90
H 1.66 6.63 -1.26
H 0.39 6.33 0.84
H -0.73 4.20 1.32
Cl 2.80 1.27 -1.71
C 3.49 -0.27 -1.25
C 2.79 -0.91 -0.24
C 3.27 -2.16 0.11
Cl 2.45 -3.06 1.34
C 4.40 -2.72 -0.50
Cl 4.95 -4.28 -0.04
C 5.07 -2.02 -1.50
Cl 6.44 -2.71 -2.27
C 4.61 -0.77 -1.90
Cl 5.38 0.11 -3.16
Br 7.90 3.10 3.96
C 6.10 2.89 3.43
C 5.13 3.74 3.94
C 3.82 3.59 3.53
C 3.47 2.59 2.63
C 4.45 1.74 2.13
C 5.77 1.88 2.53
C 2.03 2.46 2.21
O 1.15 3.09 2.75
O 1.84 1.63 1.22
H 5.41 4.52 4.64
H 3.04 4.23 3.92
H 4.18 0.96 1.43
H 6.54 1.22 2.15
*
```

Results
- Frontier orbital gap: 7.912 eV
- Energy relative to the best compared isomer or geometry (same formula, charge and spin): 34.2 kJ/mol
- Max |F|: 1.36 eV Å⁻¹
- LUMO energy: 0.2 eV

Löwdin atomic charge list, values in e, 2 entries: 0.135, -0.202